1.
Formula: C6H11PS2
Source: OMol25
Level of theory: wB97M-V/def2-TZVPD

Cartesian coordinates (Å):
C: 2.451 -0.969 -1.578
C: -3.543 0.616 0.541
C: 2.425 0.197 -0.913
C: -2.424 0.288 -0.070
C: 2.349 0.523 0.445
C: -1.175 0.994 0.312
P: -0.114 -0.366 0.955
S: -0.804 -0.991 2.666
S: -0.098 -1.910 -0.577
H: 2.575 -0.854 -2.618
H: 2.416 -1.916 -1.038
H: -4.552 0.168 0.357
H: -3.571 1.369 1.436
H: 2.398 1.233 -1.451
H: -2.295 -0.477 -0.966
H: 2.206 1.570 0.786
H: 2.877 -0.127 1.082
H: -1.265 1.633 1.120
H: -0.840 1.427 -0.601
H: 0.985 -2.408 0.114

Results
HOMO energy (alpha / beta): -7.70 / -7.70 eV
Charge: 0
Frontier orbital gap (alpha / beta): 6.680 / 6.679 eV
ΔE to the lowest compared entry with this formula, charge and spin: 5.25 kcal per mole
Energy: -37356.088 eV

2.
Formula: C6H12
Source: OMol25
Level of theory: wB97M-V/def2-TZVPD

Cartesian coordinates (Å):
C: 1.234 0.681 -1.991
C: 1.444 -0.188 -0.761
C: 0.155 -0.806 -0.250
C: -0.624 -0.114 0.856
C: -0.398 1.243 1.304
C: -1.968 -0.799 1.130
H: 2.216 1.097 -2.266
H: 0.748 0.175 -2.823
H: 0.617 1.541 -1.722
H: 1.767 0.426 0.090
H: 2.227 -0.950 -0.869
H: 0.155 -1.026 1.253
H: 0.056 -1.846 -0.558
H: 0.432 1.452 1.964
H: -1.098 2.018 1.018
H: -2.172 -0.714 2.198
H: -1.966 -1.847 0.814
H: -2.826 -0.344 0.612

Results
HOMO energy (alpha / beta): -0.46 / -0.75 eV
Charge: -1
Frontier orbital gap (alpha / beta): 5.045 / 4.978 eV
ΔE to the lowest compared entry with this formula, charge and spin: 70.85 kcal per mole
Expectation value of S²: 0.76
2S+1: 2
Energy: -6411.584 eV

3.
Formula: C6H12
Source: OMol25
Level of theory: wB97M-V/def2-TZVPD

Cartesian coordinates (Å):
C: -0.540 0.695 1.612
C: 0.521 1.543 1.023
C: -0.429 1.337 -0.064
C: 0.241 0.491 -1.181
C: -0.038 -0.928 -0.713
C: 1.020 -2.001 -0.739
H: -0.959 -0.276 1.627
H: -0.193 -0.819 0.348
H: -0.735 1.031 2.630
H: 1.561 1.280 0.857
H: 0.360 2.501 1.494
H: -1.271 1.944 -0.355
H: 1.328 0.717 -1.203
H: -0.090 0.715 -2.212
H: -1.009 -1.218 -1.129
H: 1.195 -2.445 -1.718
H: 0.684 -2.770 -0.032
H: 1.961 -1.600 -0.336

Results
HOMO energy: -8.40 eV
Charge: 0
Frontier orbital gap: 9.559 eV
ΔE to the lowest compared entry with this formula, charge and spin: 99.73 kcal per mole
SMILES: CCCC1CC1
Energy: -6412.616 eV

4.
Formula: C6H12
Source: OMol25
Level of theory: wB97M-V/def2-TZVPD

Cartesian coordinates (Å):
C: -1.435 -0.975 1.870
C: -1.749 -0.629 0.406
C: -1.891 0.582 -0.054
H: -0.513 -1.656 1.684
H: -1.060 -0.093 2.442
H: -2.367 -1.494 2.182
H: -1.445 -1.506 -0.311
H: -1.654 0.818 -1.065
H: -2.061 1.379 0.691
C: 1.515 -0.317 -1.790
C: 1.404 0.245 -0.395
C: 1.787 1.462 0.049
H: 0.673 -1.012 -2.140
H: 1.194 0.501 -2.416
H: 2.473 -0.781 -2.121
H: 1.235 -0.441 0.420
H: 1.481 1.793 1.053
H: 2.416 2.123 -0.504

Results
HOMO energy: -9.09 eV
Charge: 0
Frontier orbital gap: 10.192 eV
ΔE to the lowest compared entry with this formula, charge and spin: 76.11 kcal per mole
SMILES: C=CC.C=CC
Energy: -6413.640 eV

5.
Formula: C6H12
Source: OMol25
Level of theory: wB97M-V/def2-TZVPD

Cartesian coordinates (Å):
C: -1.632 0.540 0.875
C: -1.362 -0.909 0.501
C: 0.138 -1.183 0.431
C: 0.774 -0.341 -0.717
C: 2.036 0.402 -0.519
C: 0.868 1.323 -0.911
H: -1.144 1.173 0.147
H: -1.196 0.779 1.858
H: -2.696 0.770 0.890
H: -1.849 -1.590 1.205
H: -1.769 -1.104 -0.501
H: 0.281 -2.278 0.287
H: 0.604 -0.969 1.406
H: 0.657 -0.866 -1.673
H: 2.488 0.266 0.473
H: 2.786 0.291 -1.299
H: 0.825 1.567 -1.971
H: 0.191 2.129 -0.485

Results
HOMO energy: -9.47 eV
Charge: 0
Frontier orbital gap: 10.760 eV
ΔE to the lowest compared entry with this formula, charge and spin: 51.47 kcal per mole
SMILES: CCCC1CC1
Energy: -6414.709 eV

6.
Formula: C6H12
Source: OMol25
Level of theory: wB97M-V/def2-TZVPD

Cartesian coordinates (Å):
C: 1.697 1.030 -0.346
C: 1.343 -0.297 0.341
C: 0.104 -0.922 -0.265
C: -0.949 -1.593 0.568
C: -1.249 -0.275 -0.092
C: -1.448 0.959 0.762
H: 2.352 0.884 -1.209
H: 0.786 1.515 -0.709
H: 2.190 1.727 0.337
H: 1.186 -0.138 1.414
H: 2.180 -1.004 0.267
H: 0.266 -1.372 -1.244
H: -0.831 -1.566 1.648
H: -1.404 -2.507 0.198
H: -1.886 -0.303 -0.973
H: -2.410 0.920 1.284
H: -1.433 1.876 0.162
H: -0.670 1.056 1.526

Results
HOMO energy: -9.87 eV
Charge: 0
Frontier orbital gap: 11.123 eV
ΔE to the lowest compared entry with this formula, charge and spin: 24.43 kcal per mole
SMILES: CC[C@H]1C[C@H]1C
Energy: -6415.881 eV

7.
Formula: C6H12
Source: OMol25
Level of theory: wB97M-V/def2-TZVPD

Cartesian coordinates (Å):
C: -2.617 0.096 0.227
C: -1.254 -0.960 0.115
C: -0.291 -0.286 -0.758
C: 1.036 0.189 -0.246
C: 2.006 -0.944 0.064
C: 1.494 1.505 0.189
H: -3.010 -0.185 1.222
H: -3.275 0.181 -0.642
H: -2.158 1.102 0.314
H: -0.923 -1.264 1.137
H: -1.782 -1.769 -0.420
H: 1.748 -0.557 -1.006
H: -0.242 -0.248 -1.852
H: 1.747 -2.070 0.221
H: 2.806 -0.486 0.587
H: 2.455 1.882 -0.259
H: 0.779 2.281 -0.199
H: 1.483 1.533 1.305

Results
HOMO energy: -6.01 eV
Charge: 0
Frontier orbital gap: 6.237 eV
ΔE to the lowest compared entry with this formula, charge and spin: 165.32 kcal per mole
Energy: -6409.772 eV

8.
Formula: C6H12
Source: OMol25
Level of theory: wB97M-V/def2-TZVPD

Cartesian coordinates (Å):
C: -0.053 2.127 0.247
C: -0.456 0.672 0.078
C: 0.137 -0.201 1.194
C: 0.180 -1.631 0.608
C: 0.039 -1.475 -0.953
C: -0.002 0.037 -1.257
H: 1.032 2.196 0.101
H: -0.266 2.517 1.251
H: -0.548 2.768 -0.487
H: -1.544 0.538 0.169
H: -0.495 -0.070 2.084
H: 1.136 0.132 1.519
H: 1.106 -2.131 0.921
H: -0.626 -2.254 1.013
H: 0.850 -1.961 -1.504
H: -0.885 -1.934 -1.334
H: 0.990 0.428 -1.524
H: -0.624 0.260 -2.143

Results
HOMO energy: -10.92 eV
Charge: 0
Frontier orbital gap: 12.171 eV
ΔE to the lowest compared entry with this formula, charge and spin: 5.33 kcal per mole
SMILES: CC1CCCC1
Energy: -6416.710 eV

9.
Formula: C6H12
Source: OMol25
Level of theory: wB97M-V/def2-TZVPD

Cartesian coordinates (Å):
C: 1.748 0.191 -0.841
C: 1.930 -0.416 0.500
C: 0.939 -1.043 -0.426
C: -0.533 -0.941 -0.021
C: -1.063 0.468 -0.286
C: -2.066 1.008 0.713
H: 1.263 1.129 -0.972
H: -0.236 1.178 -0.273
H: 2.560 0.116 -1.546
H: 1.511 0.065 1.381
H: 2.874 -0.911 0.665
H: 1.197 -1.957 -0.946
H: -0.659 -1.210 1.043
H: -1.119 -1.679 -0.583
H: -1.438 0.507 -1.318
H: -3.033 0.501 0.652
H: -2.199 2.077 0.520
H: -1.677 0.916 1.737

Results
HOMO energy: -10.00 eV
Charge: 0
Frontier orbital gap: 11.231 eV
ΔE to the lowest compared entry with this formula, charge and spin: 34.43 kcal per mole
SMILES: CCCC1CC1
Energy: -6415.448 eV

10.
Formula: C6H12
Source: OMol25
Level of theory: wB97M-V/def2-TZVPD

Cartesian coordinates (Å):
C: 0.861 1.370 -0.982
C: 0.941 -1.245 0.741
C: 0.093 -0.895 -0.433
C: -0.422 -1.882 0.572
C: -0.376 0.538 -0.619
C: -1.142 1.117 0.571
H: 1.323 0.962 -1.888
H: 0.619 2.424 -1.167
H: 1.604 1.306 -0.180
H: 0.985 -0.493 1.523
H: 1.880 -1.765 0.571
H: 0.417 -1.355 -1.366
H: -1.180 -1.562 1.281
H: -0.520 -2.914 0.246
H: -1.046 0.567 -1.486
H: -2.089 0.590 0.725
H: -1.374 2.169 0.383
H: -0.574 1.068 1.509

Results
HOMO energy: -10.10 eV
Charge: 0
Frontier orbital gap: 11.341 eV
ΔE to the lowest compared entry with this formula, charge and spin: 24.37 kcal per mole
SMILES: CC(C)C1CC1
Energy: -6415.884 eV